6
Properties=species:S:1:pos:R:3:forces:R:3 method="wB97M-V/def2-TZVPD" orbital_gap_ev=9.17 total_energy_ev=-27794.11096 spin_multiplicity=1
O 0.60006 1.44034 0.02316 0.151 0.569 -0.188
O 0.59215 -0.66551 1.28320 0.143 -0.438 0.416
O -0.82086 -0.42757 -0.71846 1.776 -0.353 -0.566
F 1.47048 -0.59243 -0.97847 -0.828 0.580 0.964
S 0.45731 0.04370 0.07796 1.733 -0.986 -1.643
I -2.29914 0.20147 0.31259 -2.975 0.628 1.017